Entry 1:
HN3O as an isolated structure at a distorted geometry. Source: OMol25; level of theory: wB97M-V/def2-TZVPD.

The value obtained for the LUMO energy (alpha / beta) is -2.810 / -0.442 eV. The value obtained for the energy above the lowest of the compared OMol25 structures with the same formula, charge and spin is 167.7 kcal per mole. The calculation puts the HOMO energy (alpha / beta) at -10.32 / -11.85 eV. The calculation puts the orbital gap (alpha / beta) at 7.51 / 11.41 eV.

Last column: Mulliken charge in e.
CARTESIAN COORDINATES (ANGSTROEM)
1 N -0.7963 0.6136 -0.6928  -0.1694
2 N -1.1100 -0.6185 -0.7355  0.0670
3 N 0.1198 0.3117 0.2555  0.0052
4 O -0.1171 -1.0242 0.0895  -0.0551
5 H 1.9035 0.7174 1.0833  0.1524

***

Entry 2:
A 3-piece molecular cluster, C36H74INO12P overall at a distorted geometry. Source: OMol25; level of theory: wB97M-V/def2-TZVPD.

The value obtained for the LUMO energy is 2.141 eV. Its total charge is -1. The calculation puts the HOMO energy at -4.73 eV. The calculation puts the orbital gap at 6.87 eV.

Last column: Mulliken charge in e.
CARTESIAN COORDINATES (ANGSTROEM)
1 C 1.8941 -0.7586 1.3634  -0.2639
2 C 3.2411 -0.2949 0.8490  -0.6526
3 O 3.2587 -0.0584 -0.5594  -0.2606
4 P 2.9884 1.4318 -1.0266  1.1045
5 O 4.0536 2.3562 -0.5587  -0.8746
6 C 3.0246 1.4013 -2.8172  -1.1491
7 C 2.0673 0.6284 -3.7438  -1.5041
8 C 0.6021 0.3653 -3.3616  2.2191
9 C -0.0413 -0.2945 -4.6419  -1.3858
10 C -0.7149 0.6832 -5.5999  -0.1355
11 C -1.3616 0.0181 -6.8346  -1.1951
12 C -1.9390 -1.3851 -6.6436  -0.7699
13 C -3.0862 -1.4652 -5.6616  0.8794
14 O -3.6974 -2.7548 -5.7984  -0.4699
15 C -4.1150 -3.2811 -4.5635  -0.6568
16 C 0.6586 -0.8200 -2.2827  -0.1541
17 O 0.4716 -0.5266 -1.0891  -0.4365
18 O 0.9385 -1.9356 -2.7858  -0.9074
19 N -0.1164 1.5324 -2.8840  -0.6932
20 I 0.2530 3.3712 -3.6189  -0.0591
21 C -1.2818 1.4219 -2.0212  -1.2114
22 C -2.3508 0.4161 -2.4249  1.1474
23 C -3.5608 0.5274 -1.4709  0.7452
24 C -3.4228 -0.4322 -0.2920  -1.7994
25 C -4.8715 0.3294 -2.2311  -0.7659
26 C -5.1834 1.4935 -3.1829  0.2235
27 C -5.6764 2.6772 -2.3942  -1.1199
28 C -5.0376 3.8513 -2.3695  1.3308
29 C -4.2557 4.3884 -3.5460  -1.3795
30 C -5.0536 4.7040 -1.1295  -1.4204
31 O 1.5894 1.9132 -0.4231  0.0688
32 C 1.5227 3.2820 -0.0050  -0.4146
33 C 0.1135 3.5553 0.4886  -0.4301
34 H 1.0791 -0.0955 1.0760  -0.1474
35 H 1.6173 -1.7534 1.0165  0.1199
36 H 1.8915 -0.7960 2.4588  0.4529
37 H 3.9630 -1.0907 1.0419  0.3760
38 H 3.5738 0.5634 1.4382  0.3049
39 H 4.0396 1.0587 -3.0322  0.4286
40 H 3.0216 2.4646 -3.0657  0.3473
41 H 2.4779 -0.3637 -3.9275  0.6254
42 H 2.0797 1.1379 -4.7159  0.5196
43 H 0.7357 -0.8459 -5.1689  0.9706
44 H -0.7864 -0.9965 -4.2785  0.0743
45 H -1.4587 1.3019 -5.0939  -0.0689
46 H 0.0357 1.3868 -5.9741  0.3887
47 H -2.1618 0.6596 -7.2190  0.3627
48 H -0.6104 -0.0312 -7.6279  0.3287
49 H -1.1567 -2.1033 -6.3935  0.1665
50 H -2.3414 -1.7079 -7.6098  0.4221
51 H -2.7591 -1.3606 -4.6255  -0.5918
52 H -3.8563 -0.7188 -5.8947  0.2156
53 H -4.6326 -4.2218 -4.7503  0.3250
54 H -3.2653 -3.4766 -3.9000  0.2624
55 H -4.8186 -2.6057 -4.0600  0.1995
56 H -0.9675 1.1891 -1.0000  -0.1244
57 H -1.7614 2.4055 -1.9673  1.0168
58 H -2.6786 0.5522 -3.4568  -0.6194
59 H -1.9593 -0.6002 -2.3303  0.2074
60 H -3.5674 1.5523 -1.0809  -0.0532
61 H -4.3412 -0.4178 0.3045  0.5155
62 H -2.6246 -0.1032 0.3742  0.2817
63 H -3.2286 -1.4554 -0.6140  0.3403
64 H -4.9048 -0.6309 -2.7540  -0.3258
65 H -5.6827 0.2873 -1.4932  0.5163
66 H -4.2754 1.8069 -3.7032  -0.0765
67 H -5.8733 1.1661 -3.9693  0.4041
68 H -6.6019 2.5431 -1.8378  0.3427
69 H -4.2736 5.4779 -3.5045  0.4680
70 H -3.2002 4.0921 -3.5282  0.1196
71 H -4.6927 4.0659 -4.4883  0.3423
72 H -5.1341 5.7723 -1.3528  0.4307
73 H -4.1150 4.5593 -0.5904  0.1915
74 H -5.8956 4.4401 -0.4878  0.3717
75 H 1.7612 3.9545 -0.8297  0.3380
76 H 2.2188 3.4473 0.8164  0.3769
77 H -0.0598 2.8945 1.3427  0.0064
78 H -0.6360 3.3341 -0.2689  -0.3127
79 H 0.0636 4.5824 0.8517  0.4925
80 C 4.8163 -4.4434 -0.0280  -0.7638
81 O 4.2481 -4.4294 1.2673  -0.2268
82 C 3.0153 -5.1056 1.3890  -0.3308
83 C 3.0302 -6.3316 2.2905  -0.3414
84 O 3.9628 -7.3578 2.0030  -0.4614
85 C 5.3505 -7.1142 2.1036  -0.1792
86 C 5.9131 -6.7308 3.4636  -0.4775
87 O 5.4158 -5.5318 4.0150  -0.2769
88 C 4.7113 -5.6326 5.2311  -0.8104
89 H 4.6762 -3.4728 -0.5109  0.1137
90 H 5.8912 -4.6238 0.0558  0.2558
91 H 4.3831 -5.2235 -0.6577  0.4068
92 H 2.6176 -5.3692 0.4046  0.4099
93 H 2.3012 -4.4068 1.8412  0.2364
94 H 2.0506 -6.8009 2.1634  0.4417
95 H 3.0836 -6.0445 3.3426  0.0563
96 H 5.6845 -6.4128 1.3373  -0.0150
97 H 5.8162 -8.0742 1.8590  0.4203
98 H 6.9915 -6.5950 3.3113  0.3603
99 H 5.7865 -7.5640 4.1649  0.3550
100 H 4.4146 -6.6621 5.4503  0.4010
101 H 3.8105 -5.0186 5.1675  0.2266
102 H 5.3220 -5.2522 6.0558  0.2376
103 C -0.4467 0.4763 4.8574  -0.8853
104 O 0.5509 1.2631 5.4817  -0.3781
105 C 1.0746 2.2983 4.6724  0.2280
106 C 0.7447 3.7147 5.1216  -0.3776
107 O -0.6165 4.0595 5.2953  -0.4747
108 C -1.3958 3.4388 6.2959  -0.1107
109 C -0.9765 3.6248 7.7455  -0.4782
110 O 0.2991 3.1231 8.0826  -0.3121
111 C 1.2541 4.0603 8.5249  -0.8172
112 H -0.0402 -0.4905 4.5486  0.3034
113 H -1.2466 0.2910 5.5783  0.2580
114 H -0.8727 0.9808 3.9876  0.4067
115 H 0.7733 2.1590 3.6294  -0.2027
116 H 2.1679 2.2208 4.6955  0.3430
117 H 1.0966 4.3644 4.3151  0.4825
118 H 1.3297 3.9941 6.0003  0.0523
119 H -1.5565 2.3830 6.0736  -0.0300
120 H -2.3770 3.9167 6.2156  0.4201
121 H -1.7116 3.0696 8.3419  0.3604
122 H -1.0644 4.6814 8.0234  0.3474
123 H 0.9595 5.0877 8.2943  0.3978
124 H 2.2052 3.8542 8.0295  0.2472
125 H 1.4071 3.9654 9.6045  0.2393